1.
Density functional theory data (ωB97M-V with the def2-TZVPD basis set) for an isolated ion of composition C6H9FNO and charge +1 in a non-equilibrium geometry.

As for the lowest unoccupied orbital energy (spin up / spin down): -4.1 / -4.1 eV. The value obtained for the total energy is -463.4476 hartree. Its charge is +1. The value obtained for the orbital gap (spin up / spin down) is 9.317 / 9.317 eV.

Each line ends with the natural charge from an NBO analysis.
Atoms and positions in Å:
F: -3.03944 0.46450 -0.07103  -0.30
O: 0.58616 -1.99602 -0.12854  -0.49
N: 0.85347 1.44322 0.21749  -0.51
C: -1.76746 0.45789 -0.63693  0.37
C: -0.67115 -0.29894 -0.03423  -0.24
C: 0.57941 -0.73085 -0.76048  0.07
C: 1.60956 0.19922 -0.27993  -0.25
C: -0.69456 -1.74463 0.52669  -0.03
C: -0.33641 0.93316 0.77455  -0.16
H: -1.78525 1.04438 -1.63763  0.23
H: -0.46617 1.15336 1.80998  0.25
H: 2.17579 -0.27318 0.71279  0.27
H: 1.24088 1.89864 0.97164  0.44
H: 0.64958 2.10644 -0.50322  0.43
H: -1.40337 -2.45660 0.23011  0.22
H: 0.52023 -0.83061 -1.89175  0.23
H: 2.46348 0.47260 -0.88330  0.25
H: -0.51475 -1.84261 1.58378  0.20

Atomic forces in eV per Å
F 2.7050 -0.4662 -0.9874
O -0.0272 -0.1232 -0.1803
N 0.2899 -1.6567 -1.9677
C -1.0386 2.5044 1.0832
C -1.5490 -1.0472 1.2734
C -0.6338 -0.6632 -2.2052
C 3.6828 0.1747 3.4510
C 1.9353 0.7645 0.4754
C -3.8199 -1.7743 -2.2155
H 0.3483 -1.0714 1.9388
H -0.7793 -0.1644 0.3478
H -1.8236 1.1664 -2.3880
H 2.1443 1.5964 1.7134
H 0.3259 0.6667 -0.7412
H -1.3255 -0.5986 -0.7601
H 0.1251 0.2106 1.2517
H -0.1987 0.2030 -0.6472
H -0.3610 0.2785 0.5578

=====

2.
Density functional theory data (ωB97M-V with the def2-TZVPD basis set) for C5H7N as an isolated structure in a non-equilibrium geometry.

As for the lowest unoccupied orbital energy: 0.5 eV. The value obtained for the total energy is -249.2790 hartree. The value obtained for the orbital gap is 8.583 eV.

Each line ends with the natural charge from an NBO analysis.
Atoms and positions in Å:
N: 0.26793 1.15383 0.82498  -0.64
C: 0.40337 -1.32793 1.37079  -0.40
C: -0.69702 -0.81003 -1.95175  -0.24
C: -0.31956 -0.27152 0.92481  -0.04
C: 0.45997 1.26109 -0.60891  -0.24
C: -0.28186 -0.03397 -1.10307  -0.07
H: -0.45794 1.80685 1.11417  0.35
H: -1.37340 -0.14776 1.16298  0.21
H: 0.16579 -2.34371 1.08425  0.21
H: -0.00403 2.15108 -1.04104  0.21
H: -1.03407 -1.39977 -2.77210  0.24
H: 1.51454 1.15498 -0.87294  0.21
H: 1.35626 -1.19314 1.86783  0.21

Atomic forces in eV per Å
N -0.4105 -1.5497 1.3576
C 0.2029 0.7642 -0.5990
C 0.4404 1.0501 0.6929
C 0.8521 2.1558 3.2638
C -1.1660 -2.2895 -0.1842
C 0.5634 0.9768 -3.1876
H 0.2218 -0.2429 -0.0006
H -0.3496 -0.8525 -1.3421
H -0.6535 -0.0494 0.6064
H 0.2156 -0.1515 -0.0628
H -0.1190 -0.2142 0.2631
H -0.1433 0.1911 -0.1413
H 0.3457 0.2116 -0.6661

=====

3.
Density functional theory data (ωB97M-V with the def2-TZVPD basis set) for C35H48AsBrF6Ge2IrN2OP as an isolated structure in a non-equilibrium geometry.

As for the lowest unoccupied orbital energy: -6.3 eV. The value obtained for the total energy is -11555.4515 hartree. Its charge is +2. The value obtained for the orbital gap is 6.876 eV.

Each line ends with the Löwdin charge.
Atoms and positions in Å:
Ir: 0.92698 -0.80489 -0.73828  1.15
Br: -3.17775 0.01191 -5.91405  0.79
As: 0.89588 -3.19129 -1.24765  1.21
Ge: -1.27983 1.65854 2.11862  1.14
Ge: 0.22588 3.49494 2.87716  0.74
P: 0.70679 -1.44803 2.48351  0.24
F: 1.88080 -1.00114 1.35607  -0.27
F: 0.79942 -0.00249 3.13811  -0.14
F: -0.43739 -0.65434 1.29723  -0.32
F: -0.48484 -1.84543 3.40429  -0.05
F: 1.82783 -2.04548 3.38854  -0.05
F: 0.50501 -2.76767 1.62441  -0.16
O: 2.64691 -0.89506 -1.81718  -0.17
N: 4.15720 0.60934 -0.97302  0.13
N: 0.92753 1.41293 -0.79371  -0.01
C: -0.68079 -4.15381 -0.61226  -0.37
C: 1.74822 2.69366 3.78378  -0.24
C: -3.70780 -0.28768 5.66257  -0.05
C: -2.30269 1.41374 4.71996  -0.11
C: 4.91184 -1.14677 -2.44753  0.05
C: -2.93230 -0.48322 3.39427  -0.12
C: 2.03071 -3.11671 -4.00837  -0.14
C: 3.82131 -0.44598 -1.69938  -0.42
C: -1.03400 -5.39106 -1.43061  -0.14
C: -0.18723 -0.64761 -2.38593  -0.40
C: -2.24867 0.72677 3.50434  -0.34
C: -2.43285 -0.76600 -3.28613  -0.12
C: -2.65674 2.03434 0.82278  -0.36
C: 2.13706 2.00157 -0.88237  -0.27
C: -2.84389 3.37093 0.46792  -0.12
C: -1.97091 -0.26757 -4.49358  -0.69
C: 0.01395 3.20640 -2.09608  -0.02
C: -0.62661 0.03157 -4.66011  -0.10
C: 0.79342 4.49192 1.29289  -0.23
C: 3.25222 1.35629 -0.10272  -0.08
C: 0.85012 -3.56703 -3.16218  -0.37
C: -3.43248 1.04689 0.21107  -0.11
C: 0.25934 -0.15824 -3.60759  -0.12
C: -3.65547 -0.98469 4.46087  -0.06
C: -0.11203 2.02880 -1.38142  -0.13
C: 2.48391 -4.17894 -0.66573  -0.36
C: -4.40781 1.39696 -0.70768  -0.06
C: 1.27281 3.75400 -2.25853  -0.01
C: -4.61337 2.73551 -1.02670  -0.05
C: 2.33826 -5.09133 0.54658  -0.13
C: -3.84322 3.72368 -0.42916  -0.06
C: 2.34854 3.14569 -1.62581  0.00
C: -1.53695 -0.95468 -2.24142  -0.14
C: -3.04011 0.91959 5.78790  -0.06
C: -0.84867 4.65311 4.02869  -0.23
H: -5.02437 0.63324 -1.16388  0.11
H: -3.30920 0.00643 0.48780  0.09
H: 1.41716 4.65028 -2.84774  0.13
H: 4.48098 -1.85621 -3.14517  0.08
H: 1.84520 -3.37574 -5.05099  0.09
H: 3.84730 2.11702 0.39731  0.14
H: 2.84226 0.69982 0.66075  0.10
H: -4.26827 -0.68664 6.49748  0.12
H: 0.76432 -4.65366 -3.20361  0.07
H: 5.53846 -0.43520 -2.98516  0.11
H: -1.91537 -1.34366 -1.29921  0.09
H: -0.20367 -6.09762 -1.48019  0.08
H: 3.27230 -3.43975 -0.51422  0.06
H: 2.30244 2.03612 3.11624  0.00
H: -0.35366 5.62551 3.97759  0.04
H: 3.29733 -5.56985 0.74617  0.09
H: 2.18848 -2.04342 -3.95746  0.04
H: 0.67799 3.92158 0.37550  -0.03
H: 2.04398 -4.55666 1.44490  0.06
H: 5.14021 0.83265 -0.94179  0.17
H: -4.01229 4.76493 -0.67122  0.12
H: 2.95151 -3.62209 -3.71051  0.07
H: 1.61284 -5.88496 0.36454  0.07
H: -0.86575 3.65360 -2.53788  0.13
H: -1.79194 2.35906 4.85249  0.06
H: -4.18061 -1.92518 4.35734  0.12
H: -3.47981 -1.00871 -3.16367  0.11
H: 0.21612 5.41172 1.19325  0.04
H: -0.08517 -3.14934 -3.53651  0.07
H: 2.76207 -4.76701 -1.54223  0.07
H: 3.34450 3.56373 -1.69480  0.13
H: -1.87019 -5.90913 -0.96122  0.09
H: -1.07261 1.54375 -1.29994  0.10
H: -5.38124 3.00694 -1.73939  0.12
H: -2.92044 -1.04156 2.46648  0.09
H: 2.41010 3.49536 4.11609  0.04
H: -1.33270 -5.14532 -2.44830  0.07
H: -1.87875 4.77413 3.69806  0.03
H: -0.83670 4.31225 5.06145  0.03
H: 1.43991 2.11885 4.65574  0.03
H: 1.30263 0.09690 -3.75374  0.10
H: 5.54214 -1.68151 -1.73359  0.11
H: -0.27405 0.41322 -5.60937  0.11
H: -2.23047 4.15403 0.90657  0.09
H: -3.08142 1.47362 6.71624  0.12
H: 1.84330 4.76650 1.40660  0.04
H: -1.50423 -3.43915 -0.60396  0.06
H: -0.47818 -4.42085 0.42073  0.06

Atomic forces in eV per Å
Ir 0.1075 0.1170 0.0028
Br 0.0100 -0.0092 0.0100
As -0.1038 -0.0945 0.0700
Ge -1.3482 0.0853 0.9847
Ge 0.3524 -0.0606 -0.1870
P 0.1331 -0.2185 0.1718
F -0.1012 0.1877 0.1035
F 0.1858 0.1529 -0.2811
F 0.2822 -0.0576 -0.2980
F -0.2272 0.1063 -0.0227
F 0.0110 -0.0694 0.0130
F -0.0032 -0.0023 -0.0493
O -0.0072 -0.0579 -0.0128
N 0.0539 -0.2480 0.1389
N 0.1546 0.0122 -0.2286
C 0.0573 -0.0342 -0.0064
C -0.0085 0.0714 0.0759
C 0.0220 0.0406 -0.0181
C 0.0217 -0.0222 0.0541
C 0.0056 0.0682 -0.0274
C -0.2283 0.0702 -0.2748
C 0.0625 -0.0277 0.0148
C -0.1642 0.1042 -0.0401
C -0.0068 -0.0217 -0.0056
C -0.1044 -0.0480 0.0586
C 0.4452 -0.1345 0.3480
C -0.0220 -0.0096 0.0161
C 0.6653 -0.1684 -0.8309
C -0.0560 0.0154 0.2517
C 0.0195 0.0844 0.0124
C 0.0055 0.0037 -0.0187
C -0.0348 -0.0429 0.0280
C 0.0071 -0.0088 -0.0363
C -0.0456 0.0509 0.0130
C 0.0033 -0.0101 -0.1938
C -0.0483 0.0346 0.0324
C -0.1793 -0.0222 0.1976
C 0.0720 0.0288 0.0053
C -0.0187 -0.0087 0.0057
C -0.0091 0.0162 0.0104
C -0.0143 0.0233 -0.0856
C -0.0081 0.0316 0.0095
C 0.0739 0.0148 -0.0288
C -0.0002 -0.0068 0.0081
C -0.0285 -0.0298 -0.0199
C -0.0094 -0.0004 -0.0223
C -0.0360 0.0709 -0.0089
C -0.0559 -0.0152 -0.0331
C -0.0447 -0.0213 -0.0121
C 0.0605 -0.0283 -0.0459
H 0.0178 0.0018 -0.0066
H 0.0347 0.0093 -0.0560
H -0.0004 -0.0100 0.0109
H -0.0058 -0.0092 -0.0130
H 0.0078 -0.0257 0.0092
H 0.0193 0.0405 -0.0293
H 0.0296 0.0545 0.0369
H -0.0031 0.0020 -0.0114
H -0.0326 -0.0067 -0.0251
H -0.0044 -0.0056 0.0118
H 0.0073 0.0268 0.0101
H -0.0005 0.0033 0.0000
H -0.0113 0.0106 0.0282
H -0.0060 0.0091 0.0006
H -0.0532 0.0136 0.0445
H -0.0185 -0.0138 -0.0050
H -0.0142 0.0188 -0.0076
H -0.0011 -0.0010 0.0373
H -0.0088 0.0454 0.0193
H 0.0007 0.0346 -0.0024
H -0.0001 -0.0097 0.0069
H 0.0080 0.0172 0.0188
H -0.0098 0.0254 0.0087
H 0.0126 -0.0065 0.0045
H 0.0978 -0.0298 -0.0088
H 0.0103 0.0069 0.0065
H -0.0047 0.0064 -0.0002
H -0.0129 -0.0227 0.0190
H -0.0023 -0.0041 -0.0042
H 0.0588 0.0091 -0.0092
H -0.0117 0.0149 0.0182
H 0.0070 0.0095 0.0138
H -0.0440 -0.0429 0.0062
H 0.0040 0.0017 0.0143
H 0.0797 -0.0347 0.0355
H -0.0236 0.0139 -0.0074
H -0.0083 0.0059 0.0041
H 0.0063 -0.0268 -0.0217
H -0.0068 0.0018 0.0052
H -0.0081 -0.0119 -0.0314
H -0.0228 0.0139 0.0145
H -0.0165 -0.0191 -0.0140
H -0.0009 0.0077 0.0154
H 0.0161 -0.0360 -0.0385
H 0.0022 -0.0058 -0.0053
H -0.0023 -0.0028 -0.0005
H 0.0111 -0.0010 0.0023
H 0.0054 0.0095 0.0467

=====

| no. | M (g mol⁻¹) |
| --- | --- |
| 1 | 130.14 |
| 2 | 81.12 |
| 3 | 1150.01 |